Here is a 2-piece molecular cluster, C30H38BNO2S overall from the OMol25 dataset. Energies are from wB97M-V/def2-TZVPD.

Summary:
- gap between HOMO and LUMO (eV) = 5.646
- LUMO level (eV) = -0.5
- highest occupied orbital energy (eV) = -6.2
- max |F| (eV Å⁻¹) = 5.51
- ΔE to the lowest compared entry with this formula, charge and spin (kcal/mol) = 66.6

Each atom is followed by the atoms it is bonded to, with distances in Å.
Element x y z (Å)
1 C 3.8048 4.5000 -0.6116  C2 1.488, H25 1.098, H26 1.100, H27 1.104
2 C 2.8438 3.5539 0.0185  C1 1.488, C3 1.391, S24 1.732
3 C 2.5959 3.3687 1.3741  C2 1.391, C4 1.420, H28 1.094
4 C 1.3679 2.7037 1.6311  C3 1.420, C5 1.400, H29 1.085
5 C 0.6769 2.3268 0.4734  C4 1.400, C7 1.430, S24 1.759
6 B 1.3821 -2.5685 -0.4321  O16 1.399, O23 1.383, C55 1.534, C56 1.792
7 C -0.7404 2.1921 0.3429  C5 1.430, C8 1.418, C15 1.411
8 C -1.5477 2.1101 1.5053  C7 1.418, C9 1.378, H30 1.086
9 C -2.9133 2.2843 1.4369  C8 1.378, C10 1.418, H31 1.093
10 C -3.5499 2.4725 0.1836  C9 1.418, N11 1.362, C14 1.426
11 N -4.9087 2.5271 0.1014  C10 1.362, C12 1.450, C13 1.451
12 C -5.5966 2.5321 -1.1754  N11 1.450, H32 1.105, H33 1.095, H34 1.099
13 C -5.7471 2.3497 1.2720  N11 1.451, H35 1.098, H36 1.094, H37 1.104
14 C -2.7416 2.5314 -0.9901  C10 1.426, C15 1.377, H38 1.093
15 C -1.3803 2.3420 -0.9057  C7 1.411, C14 1.377, H39 1.093
16 O 1.8326 -1.7873 -1.5012  B6 1.399, C17 1.436
17 C 3.2414 -1.6756 -1.2482  O16 1.436, C18 1.527, C19 1.516, C20 1.597
18 C 3.9269 -2.8141 -2.0007  C17 1.527, H40 1.094, H41 1.097, H42 1.097
19 C 3.7205 -0.3601 -1.8298  C17 1.516, H43 1.097, H44 1.098, H45 1.099
20 C 3.3614 -1.8159 0.3380  C17 1.597, C21 1.518, C22 1.529, O23 1.438
21 C 4.5411 -2.5863 0.9040  C20 1.518, H46 1.096, H47 1.098, H48 1.095
22 C 3.3456 -0.4296 0.9839  C20 1.529, H49 1.102, H50 1.101, H51 1.100
23 O 2.2060 -2.6008 0.6780  B6 1.383, C20 1.438
24 S 1.6730 2.6967 -0.9282  C2 1.732, C5 1.759
25 H 4.2505 5.1504 0.1523  C1 1.098
26 H 4.6135 3.9575 -1.1232  C1 1.100
27 H 3.2719 5.1379 -1.3381  C1 1.104
28 H 3.2514 3.7951 2.1397  C3 1.094
29 H 0.9448 2.6003 2.6253  C4 1.085
30 H -1.0775 1.9134 2.4648  C8 1.086
31 H -3.5191 2.2194 2.3446  C9 1.093
32 H -5.5277 1.5499 -1.6773  C12 1.105
33 H -6.6488 2.7582 -0.9740  C12 1.095
34 H -5.1866 3.3045 -1.8404  C12 1.099
35 H -5.4841 3.0703 2.0583  C13 1.098
36 H -6.7801 2.5237 0.9560  C13 1.094
37 H -5.6600 1.3271 1.6799  C13 1.104
38 H -3.2203 2.6553 -1.9645  C14 1.093
39 H -0.7885 2.3150 -1.8240  C15 1.093
40 H 5.0133 -2.7039 -1.9384  C18 1.094
41 H 3.6444 -3.8027 -1.6183  C18 1.097
42 H 3.6419 -2.7633 -3.0586  C18 1.097
43 H 4.7927 -0.2550 -1.6245  C19 1.097
44 H 3.5752 -0.3525 -2.9179  C19 1.098
45 H 3.1948 0.5116 -1.4144  C19 1.099
46 H 5.4883 -2.1201 0.6107  C21 1.096
47 H 4.4943 -2.5624 2.0006  C21 1.098
48 H 4.5236 -3.6339 0.5847  C21 1.095
49 H 4.2961 0.0821 0.7608  C22 1.102
50 H 2.5194 0.1878 0.5987  C22 1.101
51 H 3.2830 -0.4931 2.0801  C22 1.100
52 C -0.4198 -2.9295 1.6385  C53 1.578, C56 1.530, H63 1.106, H64 1.100
53 C 0.0002 -4.4374 1.4418  C52 1.578, C54 1.469, H65 1.101, H66 1.102
54 C 0.0523 -4.6236 -0.0145  C53 1.469, C55 1.418, H67 1.087
55 C 0.1114 -3.3841 -0.7017  B6 1.534, C54 1.418, C56 1.608, H68 1.088
56 C -0.1975 -2.1835 0.3217  B6 1.792, C52 1.530, C55 1.608, C57 1.448
57 C -1.2565 -1.2817 -0.0816  C56 1.448, C58 1.419, C62 1.431
58 C -1.5305 -0.9352 -1.4298  C57 1.419, C59 1.392, H69 1.092
59 C -2.8399 -0.6990 -1.8388  C58 1.392, C60 1.402, H70 1.088
60 C -3.8834 -0.6489 -0.9037  C59 1.402, C61 1.396, H71 1.092
61 C -3.5768 -0.6987 0.4574  C60 1.396, C62 1.390, H72 1.098
62 C -2.2719 -0.9446 0.8682  C57 1.431, C61 1.390, H73 1.099
63 H -1.5076 -2.9683 1.8321  C52 1.106
64 H 0.0374 -2.4653 2.5247  C52 1.100
65 H 0.9745 -4.6231 1.9197  C53 1.101
66 H -0.7312 -5.0969 1.9362  C53 1.102
67 H -0.0005 -5.6056 -0.4787  C54 1.087
68 H -0.1735 -3.2683 -1.7455  C55 1.088
69 H -0.6976 -0.8790 -2.1342  C58 1.092
70 H -3.0582 -0.5343 -2.8922  C59 1.088
71 H -4.9196 -0.5528 -1.2344  C60 1.092
72 H -4.3638 -0.5417 1.2075  C61 1.098
73 H -2.0478 -0.9241 1.9443  C62 1.099